Below is C55H39F5N10O4S2SrTe as an isolated structure, with properties calculated with ωB97M-V/def2-TZVPD.

Results
Calculated total energy in a.u.: -4562.33920
Energy above the lowest of the compared OMol25 structures with the same formula, charge and spin in kcal/mol: 57.7
Multiplicity: 1
HOMO-LUMO gap (spin up / spin down) in eV: 6.06 / 6.11
HOMO energy (spin up / spin down) in eV: -7.018 / -7.094

XYZ file:
```
117
Properties=species:S:1:pos:R:3:forces:R:3
Sr 0.07661 0.23948 1.26472 -0.813 1.045 -3.361
C 2.56278 -2.41449 2.40505 -0.076 -0.236 0.069
O 2.41367 -1.28746 1.54625 0.066 -0.175 -0.305
C 3.32705 -1.18248 0.52870 0.042 -0.070 -0.082
C 4.57013 -1.78268 0.56714 -0.057 -0.021 0.106
C 5.43005 -1.69882 -0.52413 0.044 0.032 -0.093
C 5.03172 -1.03019 -1.66605 0.103 -0.109 0.022
C 3.78848 -0.41655 -1.70914 -0.033 0.005 0.122
C 2.92226 -0.44672 -0.60728 0.260 0.242 -0.350
N 1.72026 0.23054 -0.55320 0.495 -0.295 -0.170
N 1.18197 0.56838 -1.71615 0.121 0.116 -0.172
C 0.25588 1.66184 -1.74104 -0.560 -0.146 0.360
C -1.02581 1.37286 -1.24736 0.173 -0.142 -0.363
O -1.25189 0.28603 -0.59939 -1.033 0.086 -1.478
C -2.03836 2.35829 -1.51204 -0.059 0.096 0.002
C -1.72948 3.55169 -2.08163 -0.139 -0.103 0.039
C -0.39707 3.88598 -2.45387 0.147 -0.051 0.026
C -0.06363 5.13472 -3.01236 0.042 0.071 0.025
C 1.22513 5.42511 -3.37656 -0.103 0.144 0.035
C 2.23184 4.46226 -3.20235 0.054 -0.038 0.002
C 1.93806 3.23100 -2.67945 0.110 -0.065 -0.030
C 0.61944 2.91344 -2.28005 0.079 0.097 -0.135
H 3.42835 -2.32357 3.05759 0.041 0.087 -0.031
H 2.64304 -3.33409 1.81675 -0.020 0.057 -0.059
H 1.67080 -2.45146 3.02518 -0.001 0.060 -0.015
H 4.88823 -2.32152 1.44853 -0.038 0.015 -0.002
H 6.41117 -2.15065 -0.46500 -0.024 -0.043 -0.021
H 5.68964 -0.97800 -2.52398 -0.015 0.029 -0.001
H 3.51201 0.15002 -2.58990 -0.058 0.015 0.017
H -3.05452 2.11230 -1.22584 -0.011 0.023 0.005
H -2.51141 4.28108 -2.26665 0.002 0.002 0.020
H -0.84895 5.87101 -3.14440 0.003 -0.007 0.007
H 1.46954 6.39416 -3.79090 0.002 0.001 -0.001
H 3.25010 4.70306 -3.48128 0.003 -0.042 -0.007
H 2.71982 2.48892 -2.55680 -0.006 0.029 0.044
C -1.86753 -2.66950 3.94356 0.018 -0.055 -0.065
C -1.59390 -1.61268 3.09561 -0.089 -0.190 0.129
N -1.03338 -1.79115 1.90097 -0.557 -1.392 0.283
C -0.70913 -3.03299 1.54132 -0.176 -0.001 0.251
C -0.94619 -4.08436 2.44083 -0.039 0.072 -0.009
N -1.52992 -3.91064 3.61403 -0.044 -0.029 0.049
C -0.00200 -3.29341 0.25812 0.242 -0.413 -0.282
C 0.25562 -4.61869 -0.07419 0.108 0.115 0.048
C 1.25970 -4.90529 -1.00004 -0.217 0.139 0.128
C 1.81323 -3.84293 -1.67601 0.112 0.085 0.012
C 1.21951 -2.56633 -1.55685 -0.017 -0.266 0.305
N 0.41698 -2.28265 -0.51982 -0.152 0.065 -0.035
C 1.38488 -1.65902 -2.69807 0.016 0.461 0.002
C 1.74583 -2.21021 -3.94730 -0.084 0.054 -0.313
N 1.61326 -1.64854 -5.12052 0.048 -0.157 -0.001
C 0.98616 -0.45017 -5.11117 -0.002 -0.069 0.143
C 0.65751 0.19877 -3.97355 0.055 0.220 -0.160
N 0.98880 -0.32641 -2.73144 0.146 -0.533 -0.186
C 1.63381 -6.31397 -1.25417 0.023 -0.171 -0.031
C 1.97328 -6.75395 -2.53020 0.007 0.074 0.076
C 2.19508 -8.10666 -2.73970 0.011 0.031 -0.050
N 2.09425 -9.02577 -1.78644 0.050 -0.102 0.026
C 1.79825 -8.60319 -0.56077 0.002 0.025 -0.052
C 1.57230 -7.27357 -0.24451 0.052 0.044 -0.028
H -2.34260 -2.52672 4.90555 0.006 0.092 -0.014
H -1.81831 -0.59577 3.38560 0.007 -0.011 0.024
H -0.64055 -5.09963 2.23583 0.029 0.040 -0.068
H -0.28435 -5.42819 0.38750 0.052 -0.029 0.048
H 2.68041 -3.98729 -2.30305 -0.069 -0.059 -0.066
H 2.13680 -3.21625 -3.98076 -0.006 -0.012 0.128
H 0.74280 -0.02007 -6.07321 -0.041 0.090 0.051
H 0.20522 1.17498 -3.97321 -0.016 -0.020 0.033
H 2.03450 -6.05498 -3.35415 -0.033 -0.041 -0.034
H 2.44899 -8.47568 -3.72743 -0.005 0.049 -0.007
H 1.72788 -9.37101 0.20175 0.031 0.041 0.030
H 1.37157 -6.99493 0.78130 -0.069 0.021 -0.003
S 1.08994 7.47804 0.23940 0.084 -0.263 -0.044
C 2.77242 7.69817 0.02964 -0.072 0.047 0.024
C 3.46180 6.54368 0.23155 0.099 0.096 -0.035
C 2.61713 5.45527 0.55799 -0.106 -0.135 0.011
C 1.29263 5.79274 0.59621 0.158 0.318 -0.112
C 0.14579 4.94223 0.89320 -0.267 -0.100 0.134
C 0.30229 3.54134 0.98318 0.105 0.283 0.132
N -0.65722 2.70174 1.29213 -0.167 0.623 -0.092
C -1.90358 3.19075 1.47389 0.013 0.365 0.058
C -2.17596 4.56947 1.39592 0.074 -0.222 0.033
C -3.51359 5.04801 1.56114 -0.169 0.017 0.005
C -4.54181 4.18950 1.71798 0.008 0.150 0.006
C -4.31498 2.77749 1.74571 0.269 -0.106 0.000
C -5.37258 1.86153 1.81937 0.019 -0.222 -0.032
C -5.11236 0.50868 1.79148 0.120 0.276 0.003
C -3.75602 0.12253 1.76723 -0.083 0.076 -0.062
N -2.74301 0.95311 1.72558 0.051 -0.052 0.135
C -2.99805 2.27590 1.67034 -0.363 0.016 0.093
C -6.14706 -0.51914 1.80888 -0.331 -0.189 0.104
C -6.02824 -1.82746 1.42504 0.093 0.130 -0.064
C -7.22473 -2.56642 1.59840 -0.082 -0.076 0.022
C -8.23561 -1.81529 2.10950 -0.047 0.130 0.029
S -7.74959 -0.19676 2.38630 0.233 -0.138 -0.061
C -1.11672 5.44211 1.12132 0.226 -0.102 -0.039
H 3.15667 8.67453 -0.21873 0.025 -0.032 -0.002
H 4.53724 6.46966 0.16006 -0.015 0.006 -0.004
H 2.98924 4.46290 0.77229 -0.023 0.002 -0.004
H 1.28719 3.12268 0.81533 -0.057 -0.085 -0.038
H -3.68019 6.11812 1.53540 -0.023 -0.007 -0.014
H -5.55865 4.54889 1.81913 0.008 0.018 -0.008
H -6.39310 2.22428 1.86853 0.003 0.048 -0.027
H -3.52050 -0.93224 1.77981 -0.008 -0.029 -0.007
H -5.12565 -2.23426 0.98802 0.020 0.013 0.004
H -7.32680 -3.61347 1.35331 -0.008 0.011 -0.012
H -9.24409 -2.11685 2.34219 0.015 -0.025 -0.015
H -1.30164 6.50945 1.07822 -0.054 0.002 0.020
F 3.14998 2.32547 4.06493 -0.242 -0.243 -0.036
Te 1.92161 0.96105 3.63408 3.737 3.407 3.298
F 0.74208 2.44572 3.74203 0.068 -0.750 -0.269
F 1.79202 0.73904 5.49621 -0.121 -0.023 -0.506
F 2.42950 1.50287 1.86418 -0.767 -0.573 0.505
F 3.50675 -0.05655 3.73542 -0.769 -0.192 -0.268
O 0.66154 -0.19324 3.26959 0.201 -1.402 2.616
O -2.98907 -1.94932 -0.54182 -0.058 0.003 0.263
H -2.92997 -2.15328 -1.47863 0.027 0.045 -0.025
H -2.44069 -1.14729 -0.42939 0.030 0.003 -0.304
```
Positions in Å, forces in eV/Å.

Mulliken population analysis, charges in e, atoms 1 to 99: 1.43, -1.68, 1.81, 0.31, -0.30, -0.98, -1.08, -0.64, -1.17, 1.15, 1.60, -1.10, 0.26, 0.02, -0.84, -1.05, 1.11, -0.97, -0.75, -0.86, -0.50, 0.87, 0.41, 0.49, 0.16, 0.44, 0.45, 0.44, 0.45, 0.58, 0.40, 0.44, 0.40, 0.46, 0.40, -1.09, -1.18, 1.64, -1.25, -0.31, -0.68, 0.84, -2.05, 0.39, -1.36, 0.83, 0.89, -0.64, -0.27, -0.71, -0.77, -0.56, 0.92, 0.14, -0.49, -0.41, -0.63, -0.41, -0.56, 0.48, 0.82, 0.56, 1.25, 1.34, 0.54, 0.43, 0.50, 0.41, 0.39, 0.37, 0.44, -0.18, -0.42, -0.76, -0.29, 0.58, 0.50, -1.73, 1.70, -1.01, 0.92, -1.07, -1.13, 1.12, -1.27, 0.48, -0.40, 0.81, -0.38, 0.08, -0.25, -0.68, -0.36, -0.19, -0.89, 0.46, 0.41, 0.66, -0.31